[1]
{
  "formula": "C4H14N3",
  "method": "ωB97M-V with the def2-TZVPD basis set",
  "spin_multiplicity": 2,
  "de_lowest_kj_mol": 175.2,
  "s_squared": 0.7537,
  "charge": 0,
  "elements": ["C", "C", "N", "N", "N", "H", "H", "H", "H", "H", "H", "H", "H", "C", "C", "H", "H", "H", "H", "H", "H"],
  "xyz": [[1.572573, -1.675360, -0.874581], [-0.168690, -1.465105, 1.002053], [0.267271, -1.248619, -0.281579], [0.551602, -2.181097, 1.897652], [-1.452709, -1.190308, 1.323163], [-0.126459, -0.504884, -0.887197], [1.578118, -2.240806, 1.774323], [0.177770, -2.525070, 2.793751], [-1.913424, -0.576535, 0.684048], [-1.873505, -1.240591, 2.260254], [2.129858, -0.740146, -1.324602], [1.338877, -2.272177, -1.879021], [2.194471, -2.206996, -0.214546], [-0.503250, 3.130599, -0.465597], [-0.571178, 1.772964, -1.107557], [0.021526, 3.008724, 0.407084], [0.033397, 3.975046, -0.989873], [-1.428134, 3.644658, -0.325036], [-1.147055, 1.057492, -0.479626], [0.401042, 1.425596, -1.331336], [-1.082100, 2.052616, -1.981777]],
  "forces_ev_per_a": [[-2.0093, 1.6710, -3.5880], [1.3827, 2.2606, 1.0750], [1.0616, -0.3599, -2.9733], [2.3960, -1.8007, 1.0527], [-2.6982, -0.0495, 0.2837], [0.1573, -1.0516, 1.5345], [-1.5508, 0.0956, 0.4372], [0.1774, 0.3191, -1.1694], [-0.4162, 0.0215, 0.0877], [0.9485, 0.0484, -0.9867], [-0.7580, -1.4763, 1.2756], [0.6976, 0.7035, 2.3529], [0.6757, -0.7206, 0.6654], [0.7527, 1.7131, -1.0631], [-1.2160, 1.0133, 0.5583], [0.9389, 0.2472, 2.6293], [0.0183, -1.4065, -0.2200], [-1.0847, -0.3359, 0.5421], [0.3787, 0.6423, -0.5413], [1.0015, -0.5779, -0.2348], [-0.8535, -0.9567, -1.7180]]
}

[2]
{
  "formula": "S2",
  "method": "ωB97M-V with the def2-TZVPD basis set",
  "spin_multiplicity": 2,
  "de_lowest_kj_mol": 982.6,
  "s_squared": 0.7541,
  "charge": 1,
  "elements": ["S", "S"],
  "xyz": [[-1.565553, 0.210680, 1.035628], [1.565553, -0.210680, -1.035628]],
  "forces_ev_per_a": [[2.0634, -0.2777, -1.3650], [-2.0634, 0.2777, 1.3650]]
}

[3]
{
  "formula": "C3H10N5",
  "method": "ωB97M-V with the def2-TZVPD basis set",
  "de_lowest_kj_mol": 160.3,
  "charge": 1,
  "elements": ["N", "C", "N", "N", "C", "N", "C", "N", "H", "H", "H", "H", "H", "H", "H", "H", "H", "H"],
  "xyz": [[-1.206901, -1.877505, -1.266404], [-0.394450, -0.881124, -0.938567], [0.138139, -0.080078, -1.850672], [0.786077, 1.014662, -1.144796], [0.509724, 0.940605, 0.390308], [1.659964, 1.135454, 1.045128], [-0.321583, -0.530732, 0.518168], [-1.549147, -0.509375, 1.214936], [-1.231744, -2.728431, -0.705258], [-1.236010, -2.099107, -2.242523], [0.657475, 1.941394, -1.530120], [1.889660, 0.907841, -1.167983], [-0.100198, 1.773557, 0.552234], [2.207518, 0.371911, 1.124981], [1.492309, 1.653642, 1.895515], [0.324559, -1.103736, 1.077211], [-1.414188, -0.155985, 2.114388], [-2.211205, 0.227006, 0.913456]],
  "forces_ev_per_a": [[0.2808, -1.2716, -0.6279], [-0.1163, 1.3723, -0.3246], [-0.4151, -0.3438, 1.1172], [3.2197, -1.8299, 0.9772], [-2.7165, -2.2401, -2.3789], [-0.0022, 3.1650, 1.3290], [1.0204, 4.2040, -1.4726], [-1.8477, 0.8423, -1.2327], [-0.1929, 0.6821, 0.2526], [-0.1470, 0.0044, -0.5863], [-0.7411, 0.1125, -0.4881], [-2.5848, 0.0702, -0.3847], [-1.5470, 0.9430, 0.5017], [2.3740, -2.8854, 0.8330], [0.7309, -0.0889, 0.1119], [1.6620, -1.7440, 0.9477], [0.7068, -0.1408, 2.2441], [0.3162, -0.8511, -0.8186]]
}

[4]
{
  "formula": "C26H83N19O14",
  "method": "ωB97M-V with the def2-TZVPD basis set",
  "spin_multiplicity": 2,
  "energy_ev": -85278.747,
  "s_squared": 0.7622,
  "charge": 1,
  "elements": ["C", "C", "O", "H", "H", "H", "H", "H", "H", "C", "C", "O", "H", "H", "H", "H", "H", "H", "C", "C", "O", "H", "H", "H", "H", "H", "H", "C", "O", "N", "N", "H", "H", "H", "H", "C", "O", "N", "N", "H", "H", "H", "H", "C", "O", "N", "N", "H", "H", "H", "H", "C", "O", "N", "N", "H", "H", "H", "H", "C", "O", "N", "N", "H", "H", "H", "H", "C", "O", "N", "N", "H", "H", "H", "H", "C", "O", "N", "N", "H", "H", "H", "H", "C", "O", "N", "N", "H", "H", "H", "H", "C", "C", "C", "O", "C", "N", "H", "H", "H", "H", "H", "H", "H", "H", "H", "H", "H", "C", "C", "C", "O", "C", "N", "H", "H", "H", "H", "H", "H", "H", "H", "H", "H", "H", "C", "C", "C", "O", "C", "N", "H", "H", "H", "H", "H", "H", "H", "H", "H", "H", "H"],
  "xyz": [[0.605831, 4.605675, 4.498067], [-0.591033, 4.004398, 3.863692], [-0.621696, 2.584852, 4.052556], [0.677872, 4.364159, 5.558529], [0.507281, 5.689399, 4.560753], [1.588606, 4.428313, 4.061245], [-0.661923, 4.288294, 2.813702], [-1.495911, 4.476864, 4.245873], [0.259432, 2.213599, 3.966696], [-3.829351, -0.645769, -2.290707], [-5.047011, 0.004677, -2.993498], [-5.727809, -1.015243, -3.536537], [-3.116089, 0.037917, -1.830343], [-3.326845, -1.150701, -3.115711], [-4.115685, -1.364946, -1.523314], [-4.778346, 0.703267, -3.785902], [-5.615496, 0.332617, -2.123219], [-5.455175, -1.105110, -4.452616], [-2.222560, 2.582860, -4.960332], [-1.632151, 1.380181, -4.318387], [-1.395380, 1.579248, -2.986901], [-3.219657, 2.753764, -4.554522], [-2.212610, 2.436086, -6.040359], [-1.727599, 3.548092, -4.853290], [-0.825512, 1.049623, -4.972737], [-2.353919, 0.568431, -4.409013], [-0.507299, 1.238591, -2.856984], [0.971089, -0.945192, -4.165715], [1.085209, 0.094702, -3.563207], [-0.079526, -1.531509, -4.703090], [1.977688, -1.538762, -4.577028], [0.078662, -2.481509, -5.007347], [-1.028980, -1.262509, -4.487946], [1.886166, -2.291654, -5.244024], [2.860314, -1.075353, -4.414775], [-0.106792, -4.315043, 3.566977], [-0.431299, -4.468947, 4.667171], [-0.698376, -3.271719, 2.977264], [0.705897, -4.999260, 2.753480], [-1.347265, -2.626580, 3.404855], [-0.502995, -3.129724, 1.996574], [0.897877, -4.642345, 1.828351], [1.201186, -5.792277, 3.135456], [3.503815, -2.329428, 2.023227], [4.121948, -1.583847, 2.713792], [3.776036, -3.536541, 1.737686], [2.430748, -1.980858, 1.422058], [3.286411, -4.005083, 0.988795], [4.604263, -3.958412, 2.132850], [2.080284, -1.049923, 1.597084], [1.915190, -2.683488, 0.911568], [-3.259019, -0.169827, 3.914421], [-2.407672, -1.101950, 3.912173], [-4.581406, -0.398762, 3.716864], [-3.021745, 1.089806, 3.850901], [-5.428934, 0.148617, 3.670132], [-4.628247, -1.406660, 3.671702], [-3.832024, 1.678055, 3.983252], [-2.093936, 1.484887, 3.907177], [3.330564, 2.651792, 0.940895], [3.997175, 3.087179, -0.032246], [2.709401, 1.514810, 1.021850], [3.012345, 3.383167, 1.959158], [2.886297, 0.886876, 0.250815], [2.248641, 1.324949, 1.900345], [2.402221, 3.048210, 2.691049], [3.557299, 4.232968, 1.928296], [0.794267, -4.062715, -1.509556], [0.983709, -4.168544, -0.266331], [-0.083004, -3.218825, -1.993893], [1.367894, -4.668033, -2.492772], [-0.475012, -2.608161, -1.291383], [-0.334224, -3.417804, -2.951695], [1.223899, -4.322141, -3.430704], [2.194138, -5.208797, -2.280646], [-0.603285, -0.403602, 0.572865], [-1.343010, -1.311806, 0.165021], [-0.320271, -0.107486, 1.805650], [0.146263, 0.304742, -0.278795], [0.012180, 0.808970, 2.069631], [-0.852902, -0.580904, 2.521399], [0.049262, 0.115878, -1.266232], [0.791630, 0.850157, 0.274482], [2.190774, 1.130026, 4.608679], [1.560786, 1.066366, 3.553996], [1.696642, 1.652218, 5.733903], [3.314273, 0.488410, 4.842800], [2.310773, 1.921462, 6.489187], [0.751202, 1.996215, 5.822843], [3.668887, -0.018021, 4.044129], [3.504174, 0.250380, 5.805805], [-0.373258, 3.551797, -0.244136], [-1.217489, 4.828613, -0.569992], [-0.389948, 6.132831, -0.807431], [-0.045204, 6.648667, 0.446535], [1.211119, 7.289329, 0.541915], [-1.814520, 4.480767, -1.845435], [-0.950740, 2.685726, 0.079188], [0.467197, 3.770387, 0.414619], [0.205419, 3.103989, -1.052030], [-2.030784, 4.879416, 0.153927], [-1.037481, 6.844867, -1.319107], [0.488891, 5.954589, -1.427089], [2.113112, 6.679324, 0.492694], [1.155173, 7.853857, 1.472644], [1.226983, 8.021182, -0.265696], [-2.530528, 3.778825, -1.724152], [-1.074734, 4.052362, -2.383289], [5.258150, -0.572577, -0.230613], [4.461094, -0.069215, -1.473454], [4.988679, -0.919752, -2.797007], [4.432786, -0.458993, -4.042582], [4.421701, 0.966887, -4.235743], [3.053389, -0.281519, -1.232341], [5.032872, -0.071469, 0.710790], [6.306416, -0.334335, -0.410884], [5.257458, -1.647414, -0.049443], [4.746254, 0.981300, -1.529971], [4.698287, -1.970339, -2.790146], [6.072694, -0.810125, -2.828587], [5.451647, 1.319725, -4.182769], [3.757107, 1.555544, -3.603375], [4.000067, 1.129527, -5.227655], [2.803237, -1.256022, -1.143651], [2.648721, 0.077347, -2.085313], [-5.851131, -3.408621, 0.280414], [-4.476357, -3.674499, 0.839365], [-3.366826, -4.135597, -0.143401], [-3.601051, -5.495684, -0.492817], [-2.529096, -5.946924, -1.365255], [-4.120433, -2.416496, 1.485715], [-5.894383, -2.649613, -0.500701], [-6.638602, -3.065137, 0.951248], [-6.115883, -4.386848, -0.120906], [-4.515705, -4.457752, 1.596372], [-2.389836, -4.137580, 0.339903], [-3.325337, -3.517321, -1.040132], [-1.756421, -6.474216, -0.805754], [-2.108087, -5.278289, -2.116108], [-2.816839, -6.859213, -1.887778], [-3.858160, -1.790245, 0.737967], [-3.217137, -2.627040, 1.885484]],
  "forces_ev_per_a": [[0.6780, 1.2884, 1.2076], [-0.2534, 0.0811, -0.6991], [-1.0466, 0.5546, 0.1857], [-0.0549, -0.4312, 0.0763], [-0.0752, 0.1747, -0.4454], [-0.2081, -0.2937, -0.2850], [0.3898, -0.3824, -0.3874], [-0.0987, -0.5048, 0.6038], [0.4240, -0.1916, -0.6202], [0.7306, 0.7525, -0.7245], [2.0522, 0.2410, 2.7511], [-2.2365, -2.3566, -1.9094], [-0.0561, 0.2199, -0.1004], [0.4703, -0.4582, 0.2165], [-0.3296, -0.0374, -0.2777], [0.0849, 0.7483, 0.6845], [-0.4906, 1.1305, -0.5999], [-0.2084, -0.2669, -0.0311], [-0.7551, 0.9832, -0.6133], [-0.8476, -0.3094, -1.8737], [1.0816, 0.0447, 1.2968], [-0.2396, 0.0154, -0.3688], [-0.6119, -0.1302, -0.0935], [0.5900, -0.2571, 0.5145], [0.8167, 0.0828, 0.6948], [-0.4872, -0.2843, -0.1767], [0.4647, -0.0398, 0.3178], [-2.4176, 2.1950, 0.0054], [-1.2963, 2.2813, 2.1833], [-4.6100, -1.0307, -0.2668], [6.9460, -4.1112, -1.9236], [-0.6322, 0.3909, -0.1474], [0.1531, -0.0180, 0.0574], [0.6146, 0.4068, 0.0757], [0.8975, -0.2905, -0.0423], [1.8172, -0.4659, -3.3355], [-1.1367, -1.8991, 6.2057], [-0.4533, 2.2326, -3.0830], [0.3137, -0.3316, 0.2079], [-0.8474, 0.7607, 1.0495], [-0.3122, 0.5034, -0.8837], [0.1779, -0.4157, -0.2722], [-0.0043, 0.1392, -0.2305], [0.0747, 1.8190, 0.5508], [2.3479, 2.0345, 2.7316], [2.7576, -6.3720, -0.5321], [-4.9683, 2.2536, -2.0416], [0.3269, -0.1180, 0.2061], [-0.1474, 0.0051, -0.2502], [-0.2363, -0.2408, -0.2859], [-0.4284, 0.6217, -0.2885], [-1.1242, -1.6937, -1.6588], [-0.2430, 0.4251, 0.1786], [0.2159, -3.3394, 0.8034], [1.3560, 3.4175, 0.6381], [0.7369, 0.2310, 0.1053], [-1.2655, 0.0130, -0.3409], [0.5522, 0.2691, -0.1749], [0.1499, 0.2913, 0.1922], [1.0872, 1.2427, -3.6864], [-0.4363, -1.0185, 1.3326], [-0.8422, -2.9132, -0.9188], [0.5901, 3.5953, 2.5415], [-0.3480, -0.9301, -0.0598], [0.2164, -0.7963, -0.2242], [0.4377, 0.5326, -0.0529], [-0.5897, 0.3100, 0.9462], [-1.0607, 1.4568, 3.0884], [0.7673, -0.3449, -0.7280], [-1.2971, 1.1242, 0.2657], [3.2147, -3.1936, -1.6740], [-1.1237, 0.5117, -0.4465], [-0.8053, 1.1512, 0.5516], [0.5011, -0.2783, 0.3325], [-0.1796, -0.1617, -0.4185], [0.0571, -0.8357, -3.7540], [-0.4008, -0.8346, 0.6995], [-0.3955, -0.0333, 3.8739], [-0.4644, 0.0163, 0.3853], [0.0110, -0.1599, 0.0023], [-0.2708, 0.3217, 0.2153], [0.6107, 0.4637, 0.1754], [0.7408, 0.6382, -1.7721], [-0.6053, -1.2167, 1.5688], [-0.4364, 0.7354, -0.9483], [-1.0675, 1.5362, 1.6326], [1.4297, -0.3696, -0.6704], [-0.0602, -0.1830, -0.2169], [0.1299, -0.0159, -0.3669], [0.5911, -0.5745, 0.1481], [0.4126, -0.1919, -0.5452], [1.1584, 0.6424, 0.9028], [1.2232, -1.7950, -1.3454], [-1.1049, -0.8512, 0.8457], [0.6226, -0.5528, 0.9818], [-0.9970, 1.0975, -0.3002], [-0.8054, 0.8126, -0.8457], [-0.3293, 0.3567, 0.4664], [-0.1974, -0.0436, 0.9343], [-0.3017, 0.5708, -0.9165], [0.3003, 0.7700, 0.2267], [-0.0717, 0.0231, -0.2170], [0.0970, -0.3112, -0.0909], [-0.1957, -0.4860, 0.0116], [0.3576, -0.1201, 0.0596], [0.5188, 0.2435, -0.1110], [0.0368, -0.1416, -0.0999], [-0.3051, -0.1664, -0.3689], [0.8876, 0.3092, -0.7406], [1.8673, -3.1208, 0.3653], [-0.6180, 2.1117, 1.0318], [-0.3818, 0.6561, 0.6467], [0.1568, -0.3652, -0.6097], [0.0469, 1.2894, -0.8234], [-0.4657, 0.0607, -0.2200], [0.2055, 0.0005, -0.0061], [-0.4347, -0.1668, -0.1850], [-0.5796, 0.0936, -0.4250], [0.0796, -0.0189, 0.5436], [0.1714, -0.1343, -0.0791], [-0.0806, 0.3052, -0.0115], [0.1299, -0.3819, 0.6416], [0.3747, -0.1322, -0.1936], [0.2035, -0.1917, -0.0239], [-1.1084, -0.1212, -0.0580], [-0.4153, -1.3628, -1.1524], [0.0010, 0.9452, 0.2360], [-1.0961, -0.6981, 0.2679], [1.1386, 0.0993, -1.6344], [-0.6537, -1.9269, 0.6167], [1.1412, -0.6714, 0.2720], [0.5063, -0.1527, -0.3644], [0.4900, -0.3804, 0.6684], [-0.7785, 0.2028, -0.4801], [-0.2143, -0.0333, 0.1508], [0.2681, 0.5835, 0.3572], [0.0161, 0.2390, -0.1016], [0.6845, 0.9858, 0.7142], [-0.3173, 0.5400, 0.3986], [-1.0751, 0.3203, -0.4572], [-0.0902, 0.6002, -0.1831], [0.4212, 0.5453, 0.6512]]
}